C16H15N3O3 | ωB97M-V/def2-TZVPD

Structure (XYZ):
```
37
Properties=species:S:1:pos:R:3:forces:R:3:nbo_charge:R:1
C 0.759675 -2.670668 4.063877 0.0 -0.1 0.1 -0.64
C 0.596348 -3.296733 2.719746 0.0 0.0 -0.2 0.03
C 0.381702 -4.664749 2.608417 0.0 0.0 0.0 -0.22
C 0.226404 -5.277765 1.378228 0.0 0.0 0.0 -0.18
C 0.277899 -4.522954 0.217360 0.0 -0.1 0.0 -0.23
C 0.486364 -3.162060 0.301161 0.0 0.1 0.1 -0.17
C 0.650028 -2.540045 1.539969 -0.1 -0.7 0.1 -0.05
C 0.878176 -1.109338 1.541430 0.2 1.0 0.1 0.29
N 1.160232 -0.369956 2.583765 0.0 -0.9 0.6 -0.16
O 1.303961 0.896915 2.104649 0.0 0.7 -0.6 -0.27
C 1.095289 0.832694 0.787519 -0.2 -0.6 0.1 0.53
C 1.210243 2.052426 -0.062089 0.2 0.4 0.1 -0.12
C 2.644367 2.168077 -0.591770 -0.2 0.1 0.1 -0.60
N 0.257269 1.979421 -1.141992 0.1 -0.3 0.0 -0.60
C -0.700892 2.924831 -1.318716 0.3 -0.3 0.0 0.64
O -0.770803 3.938230 -0.651094 -0.2 0.2 0.0 -0.61
C -1.639416 2.627561 -2.410416 -0.9 0.9 -0.2 0.15
C -2.696082 3.367204 -2.876180 0.8 -0.3 0.5 -0.24
C -3.266691 2.619503 -3.927930 0.2 -0.5 -0.1 -0.32
C -2.520570 1.483348 -4.025866 -0.7 0.3 -0.4 0.11
O -1.536837 1.475257 -3.117301 0.4 -0.2 0.2 -0.40
N 0.832551 -0.368514 0.383984 0.0 0.5 -0.3 -0.52
H 0.639433 -3.411364 4.850595 0.0 -0.1 0.0 0.21
H 1.742061 -2.210773 4.149178 0.0 0.0 0.1 0.24
H 0.031016 -1.874851 4.203576 0.0 0.1 0.1 0.24
H 0.337574 -5.261734 3.508236 0.0 0.0 0.1 0.21
H 0.065002 -6.344459 1.325242 0.0 -0.1 0.0 0.21
H 0.156682 -4.995086 -0.745966 0.0 0.0 -0.1 0.21
H 0.530325 -2.553122 -0.588349 0.0 0.0 -0.1 0.23
H 0.955579 2.937349 0.532567 0.0 -0.2 -0.1 0.26
H 3.344024 2.246820 0.236032 0.1 0.0 0.1 0.22
H 2.894127 1.291787 -1.186038 0.0 -0.1 0.0 0.21
H 2.728786 3.055995 -1.212096 0.0 0.1 0.0 0.23
H 0.220860 1.120499 -1.668946 -0.1 0.0 0.0 0.42
H -3.007526 4.319845 -2.501543 0.0 0.2 0.1 0.25
H -4.112541 2.888014 -4.526381 -0.2 0.0 -0.2 0.23
H -2.590352 0.636098 -4.679703 0.1 -0.1 0.0 0.21
```
Forces are in eV/Å.

Its structure (SMILES) is Cc1ccccc1-c1noc([C@@H](C)NC(=O)c2ccco2)n1.

C16H15NO5S2 | ωB97M-V/def2-TZVPD

Structure (XYZ):
```
39
Properties=species:S:1:pos:R:3:forces:R:3:nbo_charge:R:1
C 8.126518 -0.709625 1.750839 -0.2 0.1 -0.3 -0.63
C 7.941927 0.029937 0.434818 0.5 -0.2 0.1 -0.08
O 6.557340 0.118474 0.081485 0.1 0.3 0.2 -0.51
C 6.014427 -0.918552 -0.545049 -0.4 -0.2 -0.2 0.79
O 6.594460 -1.917534 -0.869277 0.0 0.0 0.0 -0.58
C 4.544101 -0.681599 -0.819017 -0.1 0.2 0.0 -0.63
S 4.065009 1.010074 -0.346939 0.1 0.1 0.0 0.37
C 2.357880 0.812003 -0.373453 -0.5 0.3 0.0 -0.04
N 1.766919 -0.292308 -0.625160 0.8 -0.7 -0.2 -0.56
C 0.391434 -0.230337 -0.574522 -0.6 0.2 0.1 0.62
O -0.311448 -1.185706 -0.798929 0.0 -0.1 0.0 -0.54
C -0.083789 1.148212 -0.225606 -0.4 0.4 0.1 -0.30
C -1.308887 1.701198 -0.074819 0.9 -0.1 0.0 -0.09
C -2.653675 1.185414 -0.139028 -0.6 -0.2 0.0 -0.14
C -3.001142 -0.162358 -0.278910 0.0 0.1 0.0 -0.10
C -4.323661 -0.558818 -0.306847 -0.3 0.0 0.0 -0.27
C -5.333553 0.388017 -0.197802 0.5 0.1 0.1 0.30
O -6.680863 0.085750 -0.271231 0.1 0.5 -0.3 -0.50
C -7.196537 -1.044950 0.255485 -0.3 -0.5 0.3 0.80
C -8.664870 -1.126614 -0.062692 0.1 0.0 0.1 -0.71
O -6.574876 -1.849269 0.889508 0.0 0.1 -0.1 -0.57
C -5.011976 1.737300 -0.066637 -0.4 -0.3 0.0 -0.26
C -3.693289 2.124962 -0.031985 0.2 -0.2 0.0 -0.15
S 1.328372 2.193310 -0.020497 0.2 0.0 0.0 0.33
H 7.795925 -1.740457 1.648979 0.0 -0.1 0.0 0.22
H 9.177025 -0.703739 2.025983 0.1 0.0 0.1 0.22
H 7.550385 -0.227866 2.537058 0.0 0.0 0.1 0.21
H 8.477746 -0.482646 -0.370308 -0.1 0.2 0.1 0.20
H 8.278041 1.065531 0.510517 0.0 -0.1 -0.1 0.19
H 3.932203 -1.380961 -0.247435 0.1 0.0 -0.1 0.28
H 4.332787 -0.833115 -1.878009 0.1 -0.1 0.1 0.26
H -1.286912 2.764894 0.143593 0.0 0.1 0.0 0.20
H -2.228718 -0.906416 -0.373227 0.0 0.0 0.0 0.25
H -4.566256 -1.603807 -0.410280 0.0 0.0 0.0 0.24
H -8.781906 -1.394553 -1.111079 0.0 0.0 -0.1 0.24
H -9.136433 -0.161075 0.096793 0.0 0.0 0.0 0.24
H -9.129800 -1.886926 0.556950 0.0 0.0 0.0 0.24
H -5.808579 2.460957 0.009110 -0.1 0.1 0.0 0.23
H -3.455311 3.173192 0.077633 0.0 0.1 0.0 0.21
```
Forces are in eV/Å.

Its structure (SMILES) is CCOC(=O)CSC1=NC(=O)/C(=C\c2ccc(OC(C)=O)cc2)S1.

C16H16AsCoNO5S5 | ωB97M-V/def2-TZVPD

Structure (XYZ):
```
45
Properties=species:S:1:pos:R:3:forces:R:3:lowdin_spin:R:1
Co -0.116873 0.245156 0.082870 -0.4 0.1 0.4 2.59
O 1.681563 -2.667960 -1.485544 0.3 0.5 0.2 0.01
C 1.701280 -1.358171 -1.223332 -0.6 -0.2 -0.2 0.02
O 0.810809 -0.596968 -1.568356 0.9 -0.7 -0.4 0.02
C 2.920094 -0.878504 -0.455104 0.1 0.1 0.2 0.00
O 2.531654 0.087556 0.504825 0.1 0.1 -0.4 0.02
C 2.425450 -0.468254 1.814535 -0.2 -0.5 0.4 0.00
C 1.348118 -1.606991 1.873990 1.1 0.3 0.4 0.00
O 1.611052 -2.613101 2.509951 0.2 -0.2 0.2 0.00
O 0.305769 -1.362761 1.213444 -0.7 0.4 -0.7 0.04
H 0.797280 -2.927599 -1.793756 0.0 0.2 -0.1 0.00
H 3.599337 -0.378777 -1.159131 -0.1 -0.2 0.0 0.00
H 3.424572 -1.729868 0.016445 0.0 0.1 -0.1 0.00
H 2.119718 0.348353 2.474444 0.0 0.0 -0.1 0.00
H 3.396363 -0.865140 2.138699 -0.2 0.1 -0.1 0.00
S -5.836005 0.151556 0.112017 0.3 0.3 -0.3 0.31
As -4.622394 1.513599 1.186064 -0.3 -0.9 0.4 0.30
S -2.439304 0.424970 1.300834 -0.9 0.6 1.3 0.22
S -2.199234 -0.052794 -0.626997 -0.2 -0.5 -1.4 0.19
S -5.353631 1.684116 3.162961 0.4 0.4 0.0 0.22
N 0.298595 2.182221 -0.247913 0.4 -0.1 0.0 0.03
S 1.440694 2.573041 -1.268571 -0.5 1.2 0.1 0.01
C 2.295807 3.990381 -0.523317 0.2 -0.3 0.1 0.00
C 3.582941 3.794190 -0.036226 -0.3 -0.1 -0.3 0.00
C 4.208712 4.810628 0.661446 0.1 0.2 0.2 0.00
C 3.546725 6.008006 0.897173 0.0 -0.1 -0.1 0.00
C 2.254640 6.189539 0.421739 0.1 0.1 0.1 0.00
C 1.623736 5.182459 -0.281988 0.0 -0.2 -0.1 0.00
C 0.640805 3.518167 -2.618104 0.2 -0.3 0.1 0.00
C 1.387370 4.381661 -3.403393 0.1 -0.1 -0.1 0.00
C 0.776737 5.041692 -4.454723 0.1 0.0 0.0 0.00
C -0.569249 4.838713 -4.715395 -0.1 0.0 0.0 0.00
C -1.306585 3.969041 -3.928629 0.0 0.1 -0.1 0.00
C -0.701813 3.300280 -2.875967 0.1 -0.2 0.2 0.00
H -0.249048 2.973493 0.078498 -0.1 -0.1 0.0 0.00
H 4.071541 2.844433 -0.199799 0.1 -0.1 0.0 0.00
H 5.212490 4.667613 1.034966 0.1 0.0 0.0 0.00
H 4.032314 6.795181 1.457178 0.0 0.0 0.0 0.00
H 1.734978 7.117533 0.608163 -0.1 0.1 0.0 0.00
H 0.613262 5.317712 -0.643119 -0.1 0.0 0.0 0.00
H 2.435280 4.542071 -3.194487 0.1 0.0 0.0 0.00
H 1.350298 5.718047 -5.070477 0.1 0.1 0.0 0.00
H -1.043186 5.366316 -5.530065 0.0 0.0 -0.1 0.00
H -2.354189 3.807844 -4.131574 -0.1 0.0 0.0 0.00
H -1.258413 2.602872 -2.264069 -0.1 -0.1 0.1 0.00
```
Forces are in eV/Å.

Its spin multiplicity is 5. The net charge is -1.

C16H16BrN12O5ReS2 | ωB97M-V/def2-TZVPD

Structure (XYZ):
```
53
Properties=species:S:1:pos:R:3:forces:R:3:lowdin_spin:R:1
Re -0.463992 1.042699 1.050438 0.3 -0.2 0.5 2.36
N -2.124016 -0.317760 0.721778 0.0 0.0 0.1 0.03
C -3.114057 -0.247581 1.829473 0.0 -0.1 -0.1 0.00
C -2.555003 0.429223 3.065143 0.2 0.2 -0.1 0.03
O -3.131619 0.375460 4.136995 -0.1 0.0 0.1 0.05
N -1.413351 1.113265 2.806615 -0.1 -0.1 0.3 0.08
C -0.863371 1.995323 3.823051 -0.1 -0.1 -0.3 0.01
C 0.418175 2.625963 3.302579 0.1 0.0 -0.2 0.01
O 1.077213 3.357616 3.996022 0.1 0.0 -0.1 0.02
O 0.734843 2.329655 2.037012 -0.2 -0.3 0.1 0.10
H -1.697169 -1.240523 0.667645 0.0 0.0 0.0 0.01
H -2.606679 -0.205057 -0.183326 0.0 0.1 0.1 0.01
H -3.962667 0.351434 1.502544 0.0 0.0 0.0 0.00
H -3.474517 -1.236364 2.103753 0.0 -0.1 -0.1 0.00
H -1.560074 2.806478 4.047425 0.0 0.0 0.0 0.00
H -0.663237 1.475842 4.758691 0.0 -0.1 0.0 0.00
N -0.282507 3.221909 -1.661676 0.0 0.0 0.2 0.02
C -1.391780 3.291184 -0.851940 0.1 -0.1 -0.1 0.02
N -2.399085 4.103971 -1.058087 -0.3 0.1 0.1 0.00
N -3.279951 3.815904 -0.064600 0.2 -0.1 -0.1 0.03
N -2.836214 2.885898 0.693848 0.2 0.2 -0.3 0.01
N -1.599272 2.524808 0.221106 -0.3 0.1 0.2 0.03
C 0.696511 2.263730 -1.574817 -0.2 0.0 -0.1 0.02
N 1.705137 2.172712 -2.413214 0.3 -0.2 -0.1 0.00
N 2.398605 1.084176 -1.987721 -0.2 0.1 0.0 0.03
N 1.838366 0.549217 -0.968286 -0.1 0.3 -0.2 0.01
N 0.721603 1.283778 -0.670167 0.1 -0.2 0.0 0.03
H -0.170844 3.940632 -2.354575 0.0 0.0 -0.1 0.00
S -3.679955 -0.300880 -2.145302 0.1 0.0 -0.1 0.00
C -2.250360 -0.357511 -3.000889 0.0 0.0 0.1 0.00
N -1.069942 -0.807134 -2.587320 0.0 0.0 -0.2 0.00
C -0.033109 -0.977610 -3.601662 0.0 0.0 0.1 0.00
C -0.323426 0.075190 -4.654406 -0.1 0.1 0.0 0.00
S -2.141662 0.199582 -4.661137 0.0 0.0 -0.1 0.00
H -0.929240 -1.216853 -1.667664 0.0 0.0 0.1 0.00
H -0.103272 -1.983654 -4.026736 0.0 0.0 0.0 0.00
H 0.953786 -0.856272 -3.163877 0.0 0.1 0.1 0.00
H 0.036923 -0.207584 -5.640508 0.0 0.0 0.0 0.00
H 0.090871 1.041258 -4.373864 0.1 0.0 0.0 0.00
Br 6.020493 -1.778301 1.773287 0.0 0.0 0.0 0.00
C 4.382116 -2.600192 1.281596 0.0 0.0 0.0 0.00
C 4.364320 -3.963465 1.032453 -0.1 0.0 0.0 0.00
C 3.166499 -4.566783 0.673348 0.0 0.0 0.0 0.00
C 2.008582 -3.811342 0.563705 0.0 -0.1 0.0 0.00
C 2.046805 -2.449522 0.822299 0.1 0.1 0.0 0.00
C 3.238401 -1.829646 1.183910 -0.1 0.0 0.0 0.00
C 0.805830 -1.624031 0.668259 0.2 0.1 0.2 0.01
O -0.020553 -1.931617 -0.195981 -0.1 -0.1 0.1 0.02
O 0.696192 -0.641205 1.503338 -0.1 0.2 -0.3 0.06
H 5.274212 -4.542193 1.117675 0.0 0.0 0.0 0.00
H 3.145178 -5.631402 0.476891 0.0 0.0 0.0 0.00
H 1.068889 -4.268979 0.283077 0.0 0.0 0.0 0.00
H 3.251375 -0.763450 1.363797 0.0 0.0 0.0 0.00
```
Forces are in eV/Å.

Its spin multiplicity is 4. The net charge is -1.

C16H16BrN5O2RuS | ωB97M-V/def2-TZVPD

Structure (XYZ):
```
42
Properties=species:S:1:pos:R:3:forces:R:3:lowdin_spin:R:1
Ru 0.407261 -0.473665 -0.722448 -0.2 1.1 -0.1 2.35
C 2.741385 2.419646 3.820224 0.0 0.0 -0.1 0.01
C 3.649277 1.303773 3.317887 -0.1 0.1 0.2 0.01
N 3.513697 1.037210 1.866869 0.1 0.1 0.2 0.19
C 2.458775 0.621403 1.223477 0.0 0.0 -0.6 0.04
S 2.547621 0.378320 -0.501261 0.0 -0.2 0.1 0.09
N 1.320281 0.411952 1.969703 0.0 -0.1 0.2 0.42
N 0.369950 -0.168260 1.273037 -0.3 0.1 0.2 0.06
C -0.846722 -0.272836 1.824176 0.1 -0.2 0.0 0.18
C -1.185432 0.377499 3.104427 0.0 0.0 0.0 0.02
C -1.771911 -1.100632 1.054877 0.1 0.0 -0.1 0.01
C -3.036021 -1.430875 1.501154 0.0 0.0 0.0 0.06
C -3.823019 -2.288218 0.732454 0.0 0.0 0.0 0.01
C -3.321176 -2.785340 -0.449988 0.0 0.0 0.0 0.05
C -2.042217 -2.400502 -0.856540 0.0 0.0 0.1 0.03
N -1.294431 -1.582796 -0.132921 -0.2 -0.1 -0.1 0.05
H 2.992235 2.619583 4.860593 0.0 0.0 0.0 0.00
H 1.692091 2.139145 3.769991 0.0 0.0 0.0 0.00
H 2.892883 3.336358 3.250818 0.0 0.0 0.0 0.00
H 3.460730 0.373061 3.851472 0.0 0.0 0.0 0.01
H 4.690539 1.573726 3.471928 0.0 -0.1 -0.1 0.00
H 4.343893 1.166969 1.298052 0.0 0.1 0.0 0.00
H -0.675686 1.335024 3.184161 0.0 0.0 0.0 0.00
H -0.840985 -0.244168 3.938964 0.0 0.0 0.0 0.01
H -2.255522 0.525910 3.206454 0.0 0.0 0.0 0.00
H -3.409964 -1.032947 2.432593 0.0 0.0 0.0 0.00
H -4.814770 -2.559872 1.068006 0.0 0.0 0.0 0.00
H -3.898903 -3.461241 -1.064816 0.0 0.0 0.0 0.00
H -1.610754 -2.765965 -1.779269 0.0 0.0 0.0 0.00
Br 1.498706 -2.602937 -2.792137 0.0 -0.1 -0.1 0.07
C 0.681245 -1.140039 -3.658769 0.0 -0.1 0.2 0.01
C 0.625760 -0.979925 -5.021526 -0.1 0.1 -0.2 0.00
C -0.029067 0.153086 -5.502398 0.0 0.0 0.0 0.00
C -0.616631 1.049194 -4.619046 0.0 -0.1 0.0 0.00
C -0.512669 0.796256 -3.267946 -0.1 0.0 0.1 0.00
N 0.140157 -0.272797 -2.807454 0.3 -0.4 0.0 0.01
C -1.153452 1.637790 -2.183208 0.1 0.0 -0.5 0.01
O -1.903038 2.518822 -2.488838 -0.1 0.2 0.3 0.04
O -0.811731 1.248539 -0.976604 0.2 -0.4 0.4 0.25
H 1.069841 -1.712132 -5.679888 0.0 0.0 0.0 0.00
H -0.086464 0.325127 -6.569112 0.0 0.0 0.0 0.00
H -1.155762 1.926759 -4.947148 0.0 0.0 0.0 0.00
```
Forces are in eV/Å.

Its spin multiplicity is 5. The net charge is +2.

Looking at ΔE to the lowest compared entry with this formula, charge and spin for the records above, in order, we have 173.3, 0.0, 169.4, 0.0, 31.7 kJ/mol.